1.
Entry from the Open Molecules 2025 dataset: C37H56N4O5S2 as an isolated structure in a non-equilibrium geometry (ωB97M-V with the def2-TZVPD basis set).

The value obtained for the max |F| is 4.90 eV/Å. The value obtained for the molar mass is 701.012 g/mol. As for the spin multiplicity: 3. For the HOMO-LUMO gap, the calculation gives 7.278 eV. The value obtained for the LUMO energy is -1.21 eV. The expectation value of S² is 2.0086.

Each line ends with the Löwdin spin population.
Element x y z (Å)
C (3.35, 3.69, -2.85)  0.000
C (2.95, 4.05, -4.36)  0.000
C (3.60, 3.08, -5.42)  0.000
C (3.23, 1.57, -5.22)  0.000
C (4.13, 0.61, -4.46)  0.000
S (5.70, 1.14, -3.67)  0.000
C (3.79, -0.87, -4.30)  0.000
C (2.57, -1.51, -4.89)  0.000
C (2.35, -3.04, -4.70)  0.000
C (1.00, -3.42, -3.96)  0.000
C (0.97, -2.66, -2.57)  0.000
O (1.59, -3.16, -1.65)  0.000
O (0.30, -1.45, -2.45)  0.000
C (1.63, -0.58, -5.64)  0.000
N (0.46, -1.07, -6.21)  0.000
S (-0.17, 0.37, -6.87)  0.000
N (0.97, 1.56, -6.54)  0.000
C (1.97, 0.92, -5.80)  0.000
O (1.53, 4.13, -4.53)  0.000
C (0.98, 5.35, -4.02)  0.000
C (0.30, 5.14, -2.59)  0.000
C (-0.92, 4.28, -2.55)  0.000
C (-1.54, 4.07, -1.20)  0.000
C (-0.93, 4.71, 0.01)  0.000
C (0.29, 5.57, -0.04)  0.000
C (0.91, 5.79, -1.38)  0.000
H (4.46, 3.41, -2.91)  0.000
H (2.77, 2.82, -2.44)  0.000
H (3.32, 4.61, -2.19)  0.000
H (3.42, 5.08, -4.54)  0.000
H (3.30, 3.39, -6.46)  0.000
H (4.73, 3.15, -5.32)  0.000
H (5.54, 0.69, -2.37)  0.000
H (4.48, -1.56, -3.72)  0.000
H (2.28, -3.50, -5.74)  0.000
H (3.25, -3.53, -4.20)  0.000
H (1.01, -4.54, -3.83)  0.000
H (0.13, -3.12, -4.62)  0.000
H (-0.22, -1.32, -3.28)  0.000
H (1.72, 6.18, -3.89)  0.000
H (0.16, 5.75, -4.69)  0.000
H (-1.33, 3.84, -3.50)  0.000
H (-2.47, 3.45, -1.13)  0.000
H (-1.41, 4.54, 1.01)  0.000
H (0.74, 6.04, 0.88)  0.000
H (1.82, 6.44, -1.50)  0.000
C (0.40, 0.35, 3.01)  0.001
C (0.56, 1.74, 3.66)  0.025
C (0.70, 1.62, 5.20)  0.014
C (-0.62, 1.30, 5.89)  0.001
C (-1.68, 2.33, 5.52)  0.013
C (-1.86, 2.45, 4.00)  0.025
N (-0.57, 2.64, 3.27)  0.336
O (-0.17, 3.90, 3.49)  0.575
C (-2.60, 1.19, 3.49)  0.001
C (-2.86, 3.59, 3.69)  -0.001
C (1.93, 2.22, 3.12)  -0.001
H (0.81, -0.44, 3.64)  0.000
H (-0.62, 0.06, 2.77)  0.000
H (0.91, 0.29, 2.05)  0.000
H (1.09, 2.55, 5.61)  0.003
H (1.43, 0.85, 5.45)  0.001
H (-0.95, 0.29, 5.63)  0.000
H (-0.47, 1.30, 6.98)  0.001
H (-2.63, 2.05, 5.99)  0.001
H (-1.40, 3.30, 5.95)  0.003
H (-2.60, 1.15, 2.39)  0.001
H (-3.65, 1.20, 3.80)  0.000
H (-2.20, 0.26, 3.88)  0.000
H (-2.54, 4.55, 4.11)  -0.001
H (-3.84, 3.38, 4.13)  0.000
H (-3.00, 3.71, 2.61)  0.000
H (1.89, 2.35, 2.03)  0.000
H (2.70, 1.47, 3.33)  0.000
H (2.27, 3.15, 3.56)  -0.001
C (-0.65, -4.81, -0.13)  0.001
C (-0.92, -4.05, 1.20)  0.025
C (-0.51, -4.91, 2.41)  0.014
C (-1.49, -6.04, 2.71)  0.001
C (-2.90, -5.49, 2.87)  0.013
C (-3.35, -4.66, 1.66)  0.025
N (-2.35, -3.61, 1.27)  0.333
O (-2.42, -2.64, 2.18)  0.581
C (-3.63, -5.62, 0.48)  0.001
C (-4.73, -4.04, 1.95)  -0.001
C (0.08, -2.86, 1.12)  -0.001
H (0.12, -5.57, 0.00)  0.000
H (-1.50, -5.30, -0.57)  0.000
H (-0.30, -4.13, -0.91)  0.000
H (-0.44, -4.28, 3.31)  0.003
H (0.49, -5.33, 2.26)  0.001
H (-1.45, -6.79, 1.91)  0.000
H (-1.18, -6.56, 3.62)  0.001
H (-3.59, -6.33, 3.03)  0.001
H (-2.94, -4.89, 3.78)  0.003
H (-3.78, -5.07, -0.45)  0.001
H (-4.55, -6.20, 0.66)  0.000
H (-2.85, -6.37, 0.33)  0.000
H (-4.74, -3.42, 2.85)  -0.001
H (-5.48, -4.82, 2.11)  0.000
H (-5.07, -3.43, 1.11)  0.000
H (-0.18, -2.20, 0.29)  0.000
H (1.09, -3.23, 0.95)  0.000
H (0.10, -2.27, 2.04)  -0.001

2.
Entry from the Open Molecules 2025 dataset: C4H6F3N as an isolated structure in a non-equilibrium geometry (ωB97M-V with the def2-TZVPD basis set).

The value obtained for the max |F| is 6.76 eV/Å. Its energy above the lowest of the compared OMol25 structures with the same formula, charge and spin is 3.7850 eV. The value obtained for the molar mass is 125.093 g/mol. As for the spin multiplicity: 1. For the HOMO-LUMO gap, the calculation gives 10.560 eV. The value obtained for the LUMO energy is 0.49 eV.

Each line ends with the Löwdin charge.
Element x y z (Å)
C (-0.51, -0.71, -0.18)  -0.323
C (0.54, -0.53, 0.87)  -0.053
C (0.38, 1.03, 0.38)  -0.288
C (-0.94, 0.77, 0.04)  -0.589
H (0.22, -1.82, -1.91)  0.067
H (1.27, -0.19, -1.62)  0.231
H (-1.07, -1.61, 0.04)  0.139
H (1.68, -0.92, 0.86)  0.154
H (0.12, -0.79, 1.87)  0.124
H (1.08, 1.49, -0.44)  0.191
N (-0.04, -0.82, -1.63)  0.009
F (0.45, 1.98, 1.34)  0.030
F (-1.49, 1.38, -0.89)  0.248
F (-1.69, 0.73, 1.26)  0.061

3.
Entry from the Open Molecules 2025 dataset: C30H26EuN2O7PS3 as an isolated structure in a non-equilibrium geometry (ωB97M-V with the def2-TZVPD basis set).

The value obtained for the max |F| is 2.40 eV/Å. Its energy above the lowest of the compared OMol25 structures with the same formula, charge and spin is 0.6631 eV. The value obtained for the molar mass is 805.684 g/mol. As for the spin multiplicity: 8. For the HOMO-LUMO gap (spin up / spin down), the calculation gives 4.909 / 7.355 eV. The charge is -1. The value obtained for the LUMO energy (spin up / spin down) is 2.22 / 2.22 eV. The expectation value of S² is 15.7594.

Each line ends with the Löwdin spin population.
Element x y z (Å)
Eu (-0.21, -0.10, 0.55)  6.957
O (-0.61, -2.30, -0.05)  0.003
C (0.26, -2.54, 0.85)  0.009
O (0.29, -1.94, 1.95)  0.008
C (1.44, -3.41, 0.47)  0.001
C (1.64, -4.67, 1.03)  0.000
C (2.76, -5.42, 0.68)  0.000
C (3.71, -4.89, -0.20)  0.000
C (3.51, -3.63, -0.75)  0.000
C (2.38, -2.89, -0.43)  0.002
P (1.95, -1.24, -1.15)  0.009
C (1.74, -1.75, -2.92)  0.001
C (2.79, -1.92, -3.82)  0.000
C (2.55, -2.36, -5.12)  0.000
C (1.25, -2.65, -5.53)  0.000
C (0.20, -2.48, -4.64)  0.000
C (0.44, -2.03, -3.35)  0.001
C (3.55, -0.35, -1.17)  0.001
C (3.74, 0.66, -2.11)  0.000
C (4.82, 1.54, -2.03)  0.000
C (5.74, 1.41, -1.00)  0.000
C (5.57, 0.40, -0.05)  0.000
C (4.48, -0.46, -0.13)  0.000
H (0.91, -5.07, 1.73)  0.000
H (2.91, -6.41, 1.11)  0.000
H (4.59, -5.47, -0.45)  0.000
H (4.26, -3.22, -1.42)  0.000
H (3.80, -1.70, -3.51)  0.000
H (3.38, -2.48, -5.81)  0.000
H (1.06, -2.99, -6.54)  0.000
H (-0.82, -2.70, -4.95)  0.000
H (-0.38, -1.91, -2.65)  0.001
H (3.01, 0.80, -2.91)  0.000
H (4.92, 2.33, -2.77)  0.000
H (6.58, 2.09, -0.93)  0.000
H (6.27, 0.31, 0.77)  0.000
H (4.34, -1.21, 0.64)  0.000
O (0.28, 2.93, -3.14)  0.000
C (1.01, 3.83, -2.46)  0.000
C (1.27, 5.05, -3.10)  0.000
C (2.04, 6.02, -2.48)  0.000
C (2.57, 5.79, -1.21)  0.000
C (2.32, 4.58, -0.58)  0.000
C (1.55, 3.58, -1.17)  0.000
C (1.31, 2.28, -0.43)  0.003
O (0.47, 1.44, -0.93)  -0.009
N (2.01, 2.15, 0.66)  0.006
N (1.86, 0.93, 1.35)  -0.004
C (2.48, 0.95, 2.44)  0.008
S (2.57, -0.46, 3.52)  0.003
C (3.93, 0.20, 4.46)  0.000
C (3.73, 1.71, 4.60)  0.000
S (3.40, 2.38, 2.96)  0.003
H (0.19, 2.16, -2.50)  0.000
H (0.84, 5.21, -4.08)  0.000
H (2.23, 6.96, -2.99)  0.000
H (3.18, 6.54, -0.72)  0.000
H (2.72, 4.37, 0.40)  0.000
H (4.87, -0.01, 3.95)  0.000
H (3.92, -0.30, 5.43)  0.000
H (4.62, 2.21, 4.99)  0.000
H (2.88, 1.91, 5.25)  0.000
C (-3.04, -0.86, 2.50)  0.002
S (-2.49, 0.63, 1.83)  0.003
O (-1.13, 0.81, 2.36)  -0.004
O (-3.45, 1.64, 2.21)  0.000
O (-2.37, 0.38, 0.38)  -0.007
H (-2.81, -0.85, 3.57)  0.000
H (-2.50, -1.67, 2.01)  0.001
H (-4.11, -0.93, 2.33)  0.000

4.
Entry from the Open Molecules 2025 dataset: C35H40FIrN4PSi as an isolated structure (ωB97M-V with the def2-TZVPD basis set).

The value obtained for the max |F| is 0.54 eV/Å. Its energy above the lowest of the compared OMol25 structures with the same formula, charge and spin is 0.0000 eV. The value obtained for the molar mass is 787.008 g/mol. As for the spin multiplicity: 1. For the HOMO-LUMO gap (spin up / spin down), the calculation gives 6.566 / 6.565 eV. The charge is +1. The value obtained for the LUMO energy (spin up / spin down) is -3.77 / -3.77 eV.

Each line ends with the Löwdin charge.
Element x y z (Å)
Ir (-0.29, -0.20, 0.31)  1.066
N (2.00, -1.93, -0.91)  -0.071
P (1.95, -0.68, 0.23)  0.891
C (2.69, -1.39, 1.71)  -0.346
C (4.02, -1.84, 1.69)  -0.088
C (4.56, -2.45, 2.81)  -0.062
C (3.78, -2.63, 3.95)  -0.057
C (2.46, -2.20, 3.97)  -0.056
C (1.91, -1.58, 2.85)  -0.110
C (3.08, 0.55, -0.45)  -0.350
C (4.05, 1.17, 0.34)  -0.096
C (4.86, 2.15, -0.22)  -0.064
C (4.70, 2.51, -1.55)  -0.053
C (3.73, 1.89, -2.33)  -0.066
C (2.91, 0.92, -1.78)  -0.117
C (1.04, -2.88, -0.65)  -0.380
C (1.12, -4.19, -1.09)  0.007
C (0.19, -5.10, -0.64)  -0.034
C (-0.76, -4.69, 0.29)  -0.035
C (-0.79, -3.36, 0.66)  -0.104
N (0.06, -2.44, 0.17)  -0.052
H (2.75, -2.10, -1.56)  0.129
H (4.62, -1.71, 0.80)  0.113
H (5.58, -2.80, 2.79)  0.112
H (4.20, -3.11, 4.82)  0.113
H (1.85, -2.35, 4.85)  0.113
H (0.88, -1.26, 2.84)  0.077
H (4.17, 0.89, 1.38)  0.111
H (5.61, 2.64, 0.39)  0.116
H (5.33, 3.27, -1.98)  0.114
H (3.61, 2.17, -3.37)  0.115
H (2.14, 0.45, -2.38)  0.110
H (1.92, -4.49, -1.77)  0.121
H (0.23, -6.13, -0.97)  0.121
H (-1.47, -5.38, 0.72)  0.116
H (-1.52, -3.00, 1.37)  0.115
C (-1.35, 3.75, 2.20)  -0.148
Si (0.12, 2.69, 1.78)  0.444
C (0.62, 1.64, 3.23)  -0.172
C (1.54, 3.74, 1.19)  -0.142
N (-0.39, 1.64, 0.40)  -0.252
C (-0.81, 2.38, -0.75)  -0.311
C (0.10, 2.89, -1.68)  -0.042
C (-0.33, 3.64, -2.75)  -0.064
C (-1.68, 3.94, -2.90)  -0.063
C (-2.60, 3.47, -1.98)  -0.006
C (-2.15, 2.69, -0.93)  -0.279
F (-3.05, 2.23, -0.04)  0.074
H (-1.10, 4.39, 3.05)  0.045
H (-2.22, 3.15, 2.47)  0.039
H (-1.63, 4.40, 1.37)  0.041
H (0.85, 2.30, 4.07)  0.047
H (1.52, 1.06, 3.02)  0.009
H (-0.18, 0.97, 3.53)  0.026
H (1.94, 4.28, 2.06)  0.047
H (1.22, 4.48, 0.46)  0.042
H (2.36, 3.15, 0.76)  0.011
H (1.15, 2.67, -1.53)  0.087
H (0.39, 4.02, -3.47)  0.108
H (-2.02, 4.54, -3.74)  0.112
H (-3.66, 3.68, -2.07)  0.131
C (-2.84, 0.24, -2.96)  -0.093
N (-2.86, -1.20, -3.06)  -0.253
C (-4.16, -1.69, -3.49)  -0.106
C (-2.27, -1.85, -1.90)  -0.176
C (-2.88, -1.56, -0.53)  -0.230
C (-4.17, -2.02, -0.26)  -0.032
C (-4.77, -1.80, 0.97)  -0.057
C (-4.09, -1.12, 1.97)  -0.074
C (-2.79, -0.70, 1.74)  -0.125
C (-2.18, -0.90, 0.50)  -0.298
H (-3.10, 0.68, -3.92)  0.094
H (-1.84, 0.59, -2.68)  0.078
H (-3.56, 0.62, -2.21)  0.089
H (-4.36, -1.31, -4.49)  0.087
H (-4.99, -1.36, -2.84)  0.079
H (-4.15, -2.78, -3.52)  0.088
H (-1.22, -1.57, -1.89)  0.087
H (-2.32, -2.93, -2.08)  0.127
H (-4.70, -2.58, -1.01)  0.106
H (-5.77, -2.16, 1.15)  0.110
H (-4.56, -0.94, 2.93)  0.108
H (-2.24, -0.20, 2.53)  0.087

5.
Entry from the Open Molecules 2025 dataset: a 6-piece molecular cluster, C34H30F7NOS overall in a non-equilibrium geometry (ωB97M-V with the def2-TZVPD basis set).

The value obtained for the max |F| is 1.20 eV/Å. The value obtained for the molar mass is 633.673 g/mol. As for the spin multiplicity: 1. For the HOMO-LUMO gap, the calculation gives 9.804 eV. The value obtained for the LUMO energy is 0.47 eV. The structure (SMILES) is O=C1N[C@](F)(S)C[C@@H]1F.Fc1ccccc1.Fc1ccccc1.Fc1ccccc1.Fc1ccccc1.Fc1ccccc1.

Each line ends with the Löwdin charge.
Element x y z (Å)
O (6.16, -2.66, -0.18)  0.141
C (5.34, -2.19, -0.91)  -0.389
N (5.39, -0.85, -1.42)  0.107
C (4.10, -0.61, -2.12)  -0.814
F (4.28, -0.96, -3.46)  -0.031
S (3.65, 1.13, -1.97)  0.862
C (3.11, -1.61, -1.52)  -0.064
C (4.05, -2.81, -1.43)  -0.246
F (3.59, -3.88, -0.70)  0.040
H (5.37, -0.25, -0.59)  0.099
H (4.82, 1.60, -2.42)  -0.112
H (2.76, -1.28, -0.53)  0.118
H (2.29, -1.82, -2.21)  0.134
H (4.27, -3.14, -2.45)  0.164
F (1.60, 0.48, 0.23)  0.001
C (0.57, 1.36, 0.31)  -0.286
C (0.69, 2.44, 1.16)  -0.008
C (-0.37, 3.33, 1.23)  -0.072
C (-1.51, 3.13, 0.47)  -0.087
C (-1.60, 2.04, -0.38)  -0.083
C (-0.55, 1.14, -0.47)  -0.012
H (1.59, 2.56, 1.75)  0.110
H (-0.30, 4.19, 1.89)  0.107
H (-2.34, 3.83, 0.53)  0.098
H (-2.49, 1.89, -0.97)  0.094
H (-0.59, 0.28, -1.13)  0.117
F (-4.54, 3.29, -0.93)  0.041
C (-5.40, 3.16, 0.11)  -0.287
C (-6.38, 4.12, 0.27)  -0.018
C (-7.26, 3.97, 1.34)  -0.083
C (-7.14, 2.90, 2.21)  -0.089
C (-6.14, 1.96, 2.02)  -0.069
C (-5.26, 2.09, 0.96)  -0.014
H (-6.45, 4.94, -0.42)  0.117
H (-8.04, 4.71, 1.48)  0.104
H (-7.83, 2.80, 3.04)  0.102
H (-6.03, 1.13, 2.70)  0.082
H (-4.46, 1.37, 0.79)  0.107
F (3.91, 3.98, 3.25)  0.051
C (4.49, 2.77, 3.12)  -0.296
C (4.22, 1.80, 4.07)  -0.016
C (4.80, 0.55, 3.93)  -0.078
C (5.65, 0.29, 2.87)  -0.090
C (5.91, 1.28, 1.93)  -0.092
C (5.33, 2.53, 2.05)  -0.017
H (3.55, 2.03, 4.90)  0.118
H (4.60, -0.22, 4.66)  0.106
H (6.11, -0.69, 2.76)  0.104
H (6.58, 1.08, 1.10)  0.103
H (5.51, 3.32, 1.33)  0.119
F (0.10, 0.35, -6.30)  0.055
C (0.69, -0.86, -6.26)  -0.285
C (1.95, -0.96, -5.72)  -0.015
C (2.55, -2.21, -5.69)  -0.089
C (1.89, -3.33, -6.19)  -0.094
C (0.62, -3.19, -6.73)  -0.086
C (0.01, -1.95, -6.77)  -0.019
H (2.45, -0.08, -5.34)  0.112
H (3.54, -2.32, -5.26)  0.091
H (2.37, -4.30, -6.16)  0.100
H (0.10, -4.05, -7.12)  0.104
H (-0.99, -1.82, -7.18)  0.117
F (-5.64, -0.70, 3.79)  0.038
C (-5.11, -1.93, 3.66)  -0.278
C (-5.35, -2.86, 4.65)  -0.016
C (-4.79, -4.13, 4.51)  -0.082
C (-4.01, -4.43, 3.40)  -0.095
C (-3.79, -3.47, 2.43)  -0.081
C (-4.34, -2.21, 2.55)  -0.014
H (-5.95, -2.60, 5.51)  0.118
H (-4.97, -4.87, 5.27)  0.105
H (-3.58, -5.42, 3.30)  0.101
H (-3.18, -3.71, 1.57)  0.105
H (-4.18, -1.44, 1.80)  0.112

6.
Entry from the Open Molecules 2025 dataset: a 2-piece molecular cluster, C5H14 overall in a non-equilibrium geometry (ωB97M-V with the def2-TZVPD basis set).

The value obtained for the max |F| is 1.12 eV/Å. Its energy above the lowest of the compared OMol25 structures with the same formula, charge and spin is 0.2570 eV. The value obtained for the molar mass is 74.167 g/mol. As for the spin multiplicity: 1. For the HOMO-LUMO gap, the calculation gives 12.279 eV. The value obtained for the LUMO energy is 1.15 eV. The structure (SMILES) is CCC.CC.

Each line ends with the Löwdin charge.
Element x y z (Å)
C (0.76, 1.05, 1.26)  -0.131
C (1.50, 0.00, 0.45)  -0.319
C (3.03, 0.23, 0.47)  -0.114
H (1.14, 2.05, 1.07)  0.068
H (0.93, 0.89, 2.33)  0.071
H (-0.33, 1.00, 1.15)  0.055
H (1.19, -1.00, 0.74)  0.096
H (1.21, 0.04, -0.61)  0.085
H (3.50, -0.60, 1.01)  0.065
H (3.46, 0.21, -0.53)  0.062
H (3.29, 1.18, 0.94)  0.063
C (-2.76, 0.06, -1.06)  -0.172
C (-2.14, -1.35, -0.99)  -0.165
H (-2.06, 0.83, -0.75)  0.048
H (-3.16, 0.26, -2.05)  0.056
H (-3.66, 0.13, -0.44)  0.061
H (-2.75, -2.11, -1.48)  0.059
H (-1.93, -1.59, 0.04)  0.058
H (-1.21, -1.28, -1.55)  0.053

- Which formula does entry 1 have?
  C37H56N4O5S2

- Which value of max |F| does entry 1 give?
  4.90 eV/Å